1.
64
Properties=species:S:1:pos:R:3:lowdin_charge:R:1 method="wB97M-V/def2-TZVPD" mol_weight_g_mol=783.46 total_energy_ev=-68240.90060 homo_lumo_gap_ha=0.2704
Au -0.34 0.51 0.50 0.418
C -1.05 -1.18 4.71 -0.286
P -0.34 -0.69 3.09 0.839
C 1.18 0.15 3.69 -0.300
C 0.35 -2.33 2.52 -0.402
C 1.38 -2.92 3.26 -0.103
C 1.95 -4.12 2.88 -0.077
C 1.48 -4.78 1.75 -0.080
C 0.44 -4.21 1.02 -0.118
C -0.12 -2.99 1.37 -0.416
P -1.44 -2.24 0.29 0.851
C -2.64 -3.64 0.21 -0.293
C -0.69 -2.46 -1.37 -0.299
H -0.30 -1.68 5.33 0.035
H -1.90 -1.84 4.58 0.037
H -1.39 -0.28 5.22 0.038
H 1.61 -0.32 4.58 0.030
H 0.91 1.18 3.94 0.039
H 1.92 0.18 2.90 0.013
H 1.76 -2.43 4.15 0.091
H 2.76 -4.55 3.46 0.105
H 1.91 -5.73 1.44 0.104
H 0.08 -4.73 0.14 0.090
H -2.16 -4.57 -0.10 0.031
H -3.42 -3.38 -0.50 0.038
H -3.10 -3.79 1.19 0.036
H -0.40 -3.49 -1.59 0.033
H 0.18 -1.80 -1.48 0.012
H -1.43 -2.14 -2.11 0.028
C 1.41 5.57 -2.06 -0.107
C 0.50 5.88 -1.06 -0.100
C -0.38 4.92 -0.59 -0.122
C -0.37 3.61 -1.09 -0.356
C 0.56 3.32 -2.10 -0.132
C 1.43 4.28 -2.59 -0.108
Si -1.54 2.28 -0.43 0.474
C -2.63 1.69 -1.86 -0.349
C -2.16 0.76 -2.79 -0.142
C -2.94 0.34 -3.86 -0.102
C -4.23 0.85 -4.02 -0.105
C -4.72 1.77 -3.10 -0.098
C -3.92 2.19 -2.04 -0.116
H 2.09 6.32 -2.44 0.096
H 0.48 6.89 -0.65 0.097
H -1.10 5.19 0.18 0.087
H 0.60 2.31 -2.51 0.089
H 2.13 4.03 -3.38 0.096
H -2.47 3.02 0.47 -0.047
H -1.17 0.34 -2.67 0.068
H -2.55 -0.38 -4.57 0.096
H -4.84 0.53 -4.85 0.096
H -5.72 2.16 -3.21 0.097
H -4.32 2.91 -1.33 0.089
I 5.02 2.82 -0.53 0.904
C 3.99 1.04 -0.32 -0.726
C 4.58 -0.17 -0.65 -0.132
C 3.85 -1.33 -0.46 -0.043
C 2.56 -1.24 0.04 -0.125
N 1.98 -0.07 0.34 -0.029
C 2.68 1.06 0.15 -0.224
H 5.59 -0.20 -1.03 0.100
H 4.27 -2.29 -0.69 0.111
H 1.97 -2.13 0.23 0.086
H 2.18 1.99 0.38 0.085

2.
81
Properties=species:S:1:pos:R:3:lowdin_charge:R:1 method="wB97M-V/def2-TZVPD" mol_weight_g_mol=792.14 total_energy_ev=-122441.59273 homo_lumo_gap_ha=0.2690
Ca 1.73 -1.39 -0.41 1.080
O 2.51 2.11 4.60 0.128
C 1.21 1.98 4.41 -0.517
O 0.40 2.68 4.97 0.069
C 0.76 0.94 3.43 -0.051
C -0.56 0.57 3.24 -0.574
Cl -1.96 0.99 4.10 0.847
N -0.61 -0.31 2.23 -0.070
N 0.62 -0.56 1.74 0.087
C 1.46 0.18 2.47 -0.144
C 2.93 0.08 2.14 -0.587
O 3.74 0.64 2.89 0.060
O 3.21 -0.58 1.10 -0.178
C -1.79 -0.94 1.70 -0.234
C -2.01 -2.28 1.98 -0.025
C -3.19 -2.86 1.55 -0.070
C -4.13 -2.11 0.85 -0.081
C -3.88 -0.77 0.56 -0.059
C -2.70 -0.18 0.99 -0.032
H 3.04 1.51 3.99 0.059
H -1.27 -2.85 2.52 0.122
H -3.38 -3.91 1.76 0.112
H -5.05 -2.57 0.53 0.110
H -4.60 -0.18 0.00 0.115
H -2.52 0.87 0.79 0.088
C -2.16 -2.68 -1.91 -0.048
N -0.96 -3.00 -2.65 -0.127
C -0.79 -2.89 -4.01 -0.043
C 0.45 -3.35 -4.28 -0.064
N 1.03 -3.75 -3.09 -0.019
B 2.41 -4.49 -3.06 -0.451
N 3.41 -3.84 -2.05 -0.022
C 4.18 -4.60 -1.19 -0.062
C 5.09 -3.80 -0.61 -0.040
N 4.88 -2.53 -1.11 -0.123
C 5.70 -1.36 -0.80 -0.028
C 3.85 -2.57 -2.00 -0.776
S 3.17 -1.18 -2.78 0.548
C 0.17 -3.53 -2.10 -0.755
S 0.39 -3.82 -0.41 0.552
H -2.77 -2.01 -2.51 0.097
H -1.90 -2.20 -0.97 0.041
H -2.73 -3.59 -1.68 0.102
H -1.55 -2.49 -4.65 0.121
H 0.99 -3.44 -5.20 0.121
H 2.86 -4.40 -4.18 0.077
H 2.25 -5.63 -2.70 0.076
H 3.99 -5.65 -1.08 0.121
H 5.87 -4.00 0.11 0.123
H 5.40 -0.93 0.16 0.076
H 5.55 -0.63 -1.59 0.059
H 6.74 -1.67 -0.77 0.095
C -4.36 4.18 2.76 -0.106
C -2.86 4.33 2.51 -0.294
S -2.58 4.28 0.75 0.645
O -3.12 5.46 0.14 -0.285
O -3.01 2.98 0.27 -0.313
C -0.81 4.32 0.58 -0.191
C -0.42 4.09 -0.88 -0.114
N -0.32 2.67 -1.23 0.067
C 0.69 1.87 -0.83 -0.309
N 0.47 0.61 -1.15 0.031
C -0.74 0.58 -1.78 -0.025
C -1.24 1.84 -1.83 -0.151
N -2.45 2.25 -2.47 -0.339
O -3.25 1.37 -2.71 0.097
O -2.59 3.42 -2.76 0.096
C 1.91 2.36 -0.13 0.034
H -4.54 4.21 3.83 0.083
H -4.72 3.23 2.37 0.077
H -4.91 4.99 2.29 0.082
H -2.28 3.51 2.94 0.060
H -2.46 5.28 2.87 0.113
H -0.38 3.56 1.24 0.101
H -0.48 5.30 0.91 0.120
H 0.55 4.54 -1.07 0.128
H -1.13 4.56 -1.56 0.116
H -1.18 -0.32 -2.18 0.104
H 2.28 3.29 -0.57 0.095
H 2.70 1.61 -0.22 0.084
H 1.74 2.54 0.93 0.089

3.
61
Properties=species:S:1:pos:R:3:lowdin_charge:R:1 method="wB97M-V/def2-TZVPD" mol_weight_g_mol=421.63 total_energy_ev=-41807.26831 homo_lumo_gap_ha=0.2213 charge=+1
C -0.24 -0.06 -5.53 -0.169
Si 0.12 0.94 -3.96 0.580
C 2.01 0.96 -3.84 -0.165
C -0.53 2.70 -3.97 -0.173
C -0.86 0.16 -2.44 -0.132
C 0.03 -0.39 -1.40 -0.028
C 0.29 0.12 0.04 -0.083
C 1.02 -1.40 -1.76 -0.195
C 0.90 -2.28 -2.87 -0.012
C 2.02 -2.95 -3.38 -0.044
C 3.28 -2.80 -2.77 -0.031
C 3.39 -2.11 -1.57 -0.027
C 2.26 -1.47 -1.04 0.006
H -1.29 -0.39 -5.57 0.037
H -0.06 0.55 -6.43 0.049
H 0.40 -0.95 -5.59 0.031
H 2.35 1.32 -2.86 0.037
H 2.46 -0.02 -4.02 0.028
H 2.42 1.66 -4.60 0.055
H -0.05 3.28 -3.16 0.044
H -0.33 3.21 -4.92 0.046
H -1.61 2.71 -3.80 0.038
H -1.60 0.91 -2.10 0.078
H -1.44 -0.62 -2.97 0.115
H 0.60 -0.84 0.47 0.116
H 1.22 0.71 -0.07 0.144
H -0.10 -2.48 -3.27 0.126
H 1.93 -3.61 -4.25 0.124
H 4.17 -3.26 -3.21 0.121
H 4.32 -2.08 -1.00 0.122
H 2.36 -0.99 -0.08 0.110
C -6.09 1.09 3.12 -0.035
C -4.69 0.91 2.62 -0.198
C -3.65 0.59 3.49 -0.193
F -3.96 0.50 4.84 0.052
C -2.32 0.40 3.09 0.036
C -1.93 0.51 1.73 -0.129
C -0.43 0.72 1.23 -0.174
C 0.49 0.37 2.43 -0.205
C 0.34 -0.81 3.18 0.026
C 1.35 -1.19 4.05 -0.191
F 1.15 -2.30 4.84 0.063
C 2.51 -0.44 4.21 -0.213
C 3.56 -0.88 5.16 -0.033
C 2.68 0.68 3.40 -0.017
C 1.67 1.10 2.54 -0.042
C -2.98 0.77 0.84 -0.051
C -4.30 0.99 1.26 -0.016
H -6.79 1.37 2.32 0.082
H -6.49 0.16 3.58 0.096
H -6.18 1.88 3.89 0.092
H -1.63 0.20 3.90 0.113
H -0.37 1.80 1.10 0.140
H -0.59 -1.39 3.15 0.132
H 4.48 -0.31 4.96 0.083
H 3.30 -0.68 6.20 0.098
H 3.75 -1.96 5.06 0.092
H 3.62 1.25 3.49 0.123
H 1.83 2.01 1.96 0.121
H -2.71 0.87 -0.22 0.087
H -5.04 1.27 0.50 0.116

What did the first record say?
64
Properties=species:S:1:pos:R:3:lowdin_charge:R:1 method="wB97M-V/def2-TZVPD" mol_weight_g_mol=783.46 total_energy_ev=-68240.90060 homo_lumo_gap_ha=0.2704
Au -0.34 0.51 0.50 0.418
C -1.05 -1.18 4.71 -0.286
P -0.34 -0.69 3.09 0.839
C 1.18 0.15 3.69 -0.300
C 0.35 -2.33 2.52 -0.402
C 1.38 -2.92 3.26 -0.103
C 1.95 -4.12 2.88 -0.077
C 1.48 -4.78 1.75 -0.080
C 0.44 -4.21 1.02 -0.118
C -0.12 -2.99 1.37 -0.416
P -1.44 -2.24 0.29 0.851
C -2.64 -3.64 0.21 -0.293
C -0.69 -2.46 -1.37 -0.299
H -0.30 -1.68 5.33 0.035
H -1.90 -1.84 4.58 0.037
H -1.39 -0.28 5.22 0.038
H 1.61 -0.32 4.58 0.030
H 0.91 1.18 3.94 0.039
H 1.92 0.18 2.90 0.013
H 1.76 -2.43 4.15 0.091
H 2.76 -4.55 3.46 0.105
H 1.91 -5.73 1.44 0.104
H 0.08 -4.73 0.14 0.090
H -2.16 -4.57 -0.10 0.031
H -3.42 -3.38 -0.50 0.038
H -3.10 -3.79 1.19 0.036
H -0.40 -3.49 -1.59 0.033
H 0.18 -1.80 -1.48 0.012
H -1.43 -2.14 -2.11 0.028
C 1.41 5.57 -2.06 -0.107
C 0.50 5.88 -1.06 -0.100
C -0.38 4.92 -0.59 -0.122
C -0.37 3.61 -1.09 -0.356
C 0.56 3.32 -2.10 -0.132
C 1.43 4.28 -2.59 -0.108
Si -1.54 2.28 -0.43 0.474
C -2.63 1.69 -1.86 -0.349
C -2.16 0.76 -2.79 -0.142
C -2.94 0.34 -3.86 -0.102
C -4.23 0.85 -4.02 -0.105
C -4.72 1.77 -3.10 -0.098
C -3.92 2.19 -2.04 -0.116
H 2.09 6.32 -2.44 0.096
H 0.48 6.89 -0.65 0.097
H -1.10 5.19 0.18 0.087
H 0.60 2.31 -2.51 0.089
H 2.13 4.03 -3.38 0.096
H -2.47 3.02 0.47 -0.047
H -1.17 0.34 -2.67 0.068
H -2.55 -0.38 -4.57 0.096
H -4.84 0.53 -4.85 0.096
H -5.72 2.16 -3.21 0.097
H -4.32 2.91 -1.33 0.089
I 5.02 2.82 -0.53 0.904
C 3.99 1.04 -0.32 -0.726
C 4.58 -0.17 -0.65 -0.132
C 3.85 -1.33 -0.46 -0.043
C 2.56 -1.24 0.04 -0.125
N 1.98 -0.07 0.34 -0.029
C 2.68 1.06 0.15 -0.224
H 5.59 -0.20 -1.03 0.100
H 4.27 -2.29 -0.69 0.111
H 1.97 -2.13 0.23 0.086
H 2.18 1.99 0.38 0.085